# 1
Below is a molecular structure, C32H49AsN3PS2Si2Sn, with properties calculated with ωB97M-V/def2-TZVPD.

CARTESIAN COORDINATES (ANGSTROEM)
1 Sn -0.311 0.369 0.439
2 C -2.917 -4.339 0.746
3 C -2.910 -2.811 0.749
4 C -2.887 -2.299 2.193
5 P -1.542 -2.025 -0.228
6 C -2.066 -2.041 -1.995
7 C -2.898 -3.238 -2.455
8 C -0.832 -1.849 -2.878
9 C -0.061 -3.028 -0.109
10 C -0.010 -4.354 -0.567
11 C 1.132 -5.127 -0.501
12 C 1.147 -6.564 -0.964
13 C 2.264 -4.522 0.050
14 C 2.259 -3.214 0.488
15 C 1.101 -2.411 0.408
16 N 1.130 -1.093 0.848
17 C 2.321 -0.635 1.498
18 C 2.442 -0.763 2.884
19 C 1.371 -1.456 3.686
20 C 3.591 -0.278 3.501
21 C 4.622 0.310 2.774
22 C 5.832 0.880 3.471
23 C 4.492 0.385 1.393
24 C 3.354 -0.076 0.745
25 C 3.211 0.045 -0.748
26 H -3.768 -4.683 1.338
27 H -2.009 -4.730 1.206
28 H -3.011 -4.769 -0.251
29 H -3.820 -2.444 0.264
30 H -1.943 -2.554 2.683
31 H -3.697 -2.758 2.766
32 H -3.019 -1.222 2.245
33 H -2.684 -1.146 -2.074
34 H -2.314 -4.160 -2.471
35 H -3.240 -3.054 -3.476
36 H -3.782 -3.394 -1.837
37 H -0.210 -2.747 -2.877
38 H -0.212 -1.016 -2.544
39 H -1.138 -1.638 -3.906
40 H -0.904 -4.800 -0.988
41 H 0.369 -6.748 -1.706
42 H 0.977 -7.252 -0.132
43 H 2.107 -6.825 -1.411
44 H 3.185 -5.092 0.128
45 H 3.164 -2.784 0.900
46 H 0.387 -1.035 3.486
47 H 1.573 -1.370 4.754
48 H 1.327 -2.520 3.431
49 H 3.686 -0.365 4.579
50 H 6.047 0.342 4.394
51 H 5.664 1.928 3.732
52 H 6.715 0.837 2.832
53 H 5.288 0.835 0.806
54 H 4.059 0.578 -1.179
55 H 2.302 0.593 -1.017
56 H 3.139 -0.938 -1.223
57 S 1.213 2.269 1.161
58 C 0.471 2.671 2.678
59 C 1.127 3.746 3.390
60 N 1.647 4.616 3.935
61 C -0.622 2.087 3.221
62 S -1.540 0.768 2.524
63 C -1.125 2.525 4.498
64 N -1.526 2.873 5.519
65 C -3.737 3.874 -2.026
66 Si -2.619 3.345 -0.628
67 C -3.713 2.774 0.758
68 C -1.526 4.736 -0.072
69 As -1.488 1.505 -1.618
70 Si 0.297 2.567 -2.780
71 C 1.120 1.212 -3.765
72 C 1.590 3.497 -1.828
73 C -0.533 3.726 -3.983
74 H -4.360 4.717 -1.706
75 H -4.398 3.049 -2.303
76 H -3.187 4.177 -2.915
77 H -4.356 3.606 1.066
78 H -3.145 2.438 1.627
79 H -4.355 1.950 0.430
80 H -2.141 5.534 0.358
81 H -0.956 5.158 -0.903
82 H -0.817 4.401 0.692
83 H 1.545 0.434 -3.124
84 H 1.935 1.625 -4.370
85 H 0.398 0.741 -4.436
86 H 2.303 2.817 -1.355
87 H 1.166 4.122 -1.043
88 H 2.141 4.136 -2.529
89 H -1.382 3.243 -4.474
90 H 0.186 4.023 -4.755
91 H -0.889 4.636 -3.492

Properties
- multiplicity = 1
- energy above the lowest of the compared OMol25 structures with the same formula, charge and spin (eV) = 0.000
- HOMO-LUMO gap (Ha) = 0.27474
- E_LUMO (eV) = -0.31
- E_HOMO (eV) = -7.78

Löwdin charges in e: number 1, Sn, carries 0.54; number 2, C, carries -0.11; number 3, C, carries -0.52; number 4, C, carries -0.14; number 5, P, carries 1.02; number 6, C, carries -0.56; number 7, C, carries -0.11; number 8, C, carries -0.13; number 9, C, carries -0.30; number 10, C, carries -0.07; number 11, C, carries -0.28; number 12, C, carries -0.05; number 13, C, carries -0.03; number 14, C, carries -0.01; number 15, C, carries -0.29; number 16, N, carries -0.14; number 17, C, carries -0.33; number 18, C, carries -0.20; number 19, C, carries -0.02; number 20, C, carries 0.00; number 21, C, carries -0.26; number 22, C, carries -0.05; number 23, C, carries -0.01; number 24, C, carries -0.26; number 25, C, carries -0.04; number 26, H, carries 0.08; number 27, H, carries 0.08; number 28, H, carries 0.06; number 29, H, carries 0.11; number 30, H, carries 0.08; number 31, H, carries 0.08; number 32, H, carries 0.00; number 33, H, carries 0.05; number 34, H, carries 0.07; number 35, H, carries 0.08; number 36, H, carries 0.07; number 37, H, carries 0.08; number 38, H, carries 0.01; number 39, H, carries 0.09; number 40, H, carries 0.09; number 41, H, carries 0.07; number 42, H, carries 0.08; number 43, H, carries 0.08; number 44, H, carries 0.12; number 45, H, carries 0.12; number 46, H, carries 0.03; number 47, H, carries 0.08; number 48, H, carries 0.09; number 49, H, carries 0.12; number 50, H, carries 0.08; number 51, H, carries 0.09; number 52, H, carries 0.08; number 53, H, carries 0.12; number 54, H, carries 0.09; number 55, H, carries 0.02; number 56, H, carries 0.09; number 57, S, carries 0.70; number 58, C, carries -0.69; number 59, C, carries -0.26; number 60, N, carries 0.18; number 61, C, carries -0.68; number 62, S, carries 0.64; number 63, C, carries -0.27; number 64, N, carries 0.17; number 65, C, carries -0.23; number 66, Si, carries 0.21; number 67, C, carries -0.23; number 68, C, carries -0.20; number 69, As, carries 0.74; number 70, Si, carries 0.21; number 71, C, carries -0.23; number 72, C, carries -0.24; number 73, C, carries -0.23; number 74, H, carries 0.04; number 75, H, carries 0.03; number 76, H, carries 0.01; number 77, H, carries 0.04; number 78, H, carries -0.05; number 79, H, carries 0.04; number 80, H, carries 0.04; number 81, H, carries 0.02; number 82, H, carries 0.01; number 83, H, carries 0.01; number 84, H, carries 0.04; number 85, H, carries 0.03; number 86, H, carries -0.01; number 87, H, carries 0.00; number 88, H, carries 0.05; number 89, H, carries 0.03; number 90, H, carries 0.04; number 91, H, carries 0.02

=====

# 2
Below is a single C4H5FO molecule at a distorted geometry, with properties calculated with ωB97M-V/def2-TZVPD.

CARTESIAN COORDINATES (ANGSTROEM)
1 C -0.822 0.724 0.169
2 C -0.187 1.006 -0.972
3 C 0.940 -0.710 -0.131
4 C -0.318 -0.510 0.751
5 H -0.439 1.769 -1.688
6 H 1.154 -1.715 -0.492
7 H 1.835 -0.341 0.412
8 H -0.144 -0.391 1.821
9 H -1.008 -1.357 0.675
10 O 0.736 0.097 -1.300
11 F -1.748 1.428 0.754

Properties
- multiplicity = 1
- energy above the lowest of the compared OMol25 structures with the same formula, charge and spin (eV) = 0.496
- HOMO-LUMO gap (Ha) = 0.33823
- E_LUMO (eV) = 1.01
- E_HOMO (eV) = -8.19

natural (NBO) charges in e: number 1, C, carries 0.30; number 2, C, carries 0.04; number 3, C, carries -0.06; number 4, C, carries -0.50; number 5, H, carries 0.20; number 6, H, carries 0.20; number 7, H, carries 0.18; number 8, H, carries 0.22; number 9, H, carries 0.21; number 10, O, carries -0.49; number 11, F, carries -0.30

=====

# 3
Below is a single C5H4N2OS molecule at a distorted geometry, with properties calculated with ωB97M-V/def2-TZVPD.

CARTESIAN COORDINATES (ANGSTROEM)
1 C -1.836 0.649 0.263
2 C -1.289 -0.631 -0.012
3 C -0.808 1.550 0.318
4 C 0.061 -0.469 -0.111
5 C 1.319 -1.236 -0.323
6 N 0.343 0.865 0.081
7 N 2.375 -0.277 -0.580
8 O 2.079 -1.514 0.764
9 S 2.016 1.170 -0.099
10 H -2.875 0.876 0.400
11 H -1.827 -1.552 -0.116
12 H -0.815 2.608 0.485
13 H 1.257 -2.037 -1.070

Properties
- multiplicity = 3
- energy above the lowest of the compared OMol25 structures with the same formula, charge and spin (eV) = 0.631
- HOMO-LUMO gap (alpha / beta) (Ha) = 0.30490 / 0.24034
- E_LUMO (alpha / beta) (eV) = 0.58 / -2.45
- E_HOMO (alpha / beta) (eV) = -7.72 / -8.99

natural (NBO) charges in e: number 1, C, carries -0.27; number 2, C, carries -0.26; number 3, C, carries -0.07; number 4, C, carries 0.06; number 5, C, carries 0.15; number 6, N, carries -0.50; number 7, N, carries -0.67; number 8, O, carries -0.32; number 9, S, carries 1.00; number 10, H, carries 0.23; number 11, H, carries 0.23; number 12, H, carries 0.22; number 13, H, carries 0.20

=====

Q: Among the records above, which one has the highest multiplicity?
A: C5H4N2OS